# C39H38Cl6N4PSm

C39H38Cl6N4PSm as an isolated structure (wB97M-V/def2-TZVPD, OMol25).

Geometry (Å):
Sm1 -0.827 0.762 0.925
C1 -0.250 4.250 -1.025
C2 0.488 3.737 0.176
C3 1.880 3.731 0.164
C4 2.625 3.461 1.305
C5 4.112 3.573 1.286
C6 1.946 3.154 2.482
C7 0.556 3.115 2.538
C8 -0.117 2.926 3.869
C9 -0.187 3.388 1.363
H1 0.055 5.278 -1.215
H2 -1.328 4.255 -0.876
H3 -0.006 3.678 -1.917
H4 2.392 4.029 -0.739
H5 4.406 4.545 1.681
H6 4.497 3.502 0.275
H7 4.577 2.811 1.906
H8 2.511 3.013 3.392
H9 0.289 3.648 4.579
H10 0.082 1.933 4.278
H11 -1.193 3.082 3.817
H12 -1.244 3.653 1.455
Cl1 -2.684 1.978 -0.787
C10 -3.293 1.065 -2.136
C11 -4.407 1.536 -2.803
C12 -4.899 0.809 -3.878
C13 -4.276 -0.366 -4.265
C14 -3.156 -0.820 -3.591
C15 -2.642 -0.110 -2.508
P1 -1.130 -0.641 -1.610
C16 -1.048 -2.418 -1.975
C17 -2.177 -3.197 -1.719
C18 -2.106 -4.571 -1.859
C19 -0.915 -5.171 -2.240
C20 0.207 -4.398 -2.490
C21 0.148 -3.024 -2.348
C22 0.134 0.115 -2.700
C23 0.964 1.093 -2.155
C24 1.929 1.708 -2.934
C25 2.081 1.335 -4.261
C26 1.263 0.357 -4.806
C27 0.283 -0.245 -4.036
H13 -4.880 2.453 -2.493
H14 -5.766 1.168 -4.407
H15 -4.663 -0.933 -5.096
H16 -2.683 -1.741 -3.897
H17 -3.103 -2.724 -1.425
H18 -2.976 -5.175 -1.659
H19 -0.861 -6.244 -2.337
H20 1.132 -4.863 -2.784
H21 1.027 -2.424 -2.542
H22 0.851 1.366 -1.089
H23 2.568 2.467 -2.513
H24 2.839 1.806 -4.867
H25 1.393 0.060 -5.835
H26 -0.357 -1.000 -4.466
Cl2 -3.220 2.045 2.555
C28 -3.409 0.346 2.849
C29 -2.474 -0.457 2.191
C30 -2.708 -1.825 2.344
Cl3 -1.645 -2.856 1.444
C31 -3.725 -2.371 3.122
Cl4 -3.937 -4.071 3.258
C32 -4.583 -1.502 3.807
Cl5 -5.817 -2.127 4.814
C33 -4.440 -0.118 3.655
Cl6 -5.505 0.964 4.452
C34 1.312 -1.297 2.719
N1 2.403 -2.215 2.900
C35 2.449 -3.151 1.783
N2 2.644 -2.432 0.527
C36 1.558 -1.514 0.331
N3 1.436 -0.499 1.439
C37 2.774 0.179 1.521
N4 3.862 -0.741 1.706
C38 3.662 -1.483 2.950
C39 3.897 -1.688 0.597
H27 1.294 -0.592 3.561
H28 0.374 -1.864 2.692
H29 1.512 -3.713 1.737
H30 3.278 -3.843 1.929
H31 0.624 -2.091 0.278
H32 1.728 -0.975 -0.613
H33 2.752 0.867 2.372
H34 2.936 0.746 0.595
H35 3.645 -0.788 3.793
H36 4.487 -2.183 3.089
H37 4.725 -2.382 0.737
H38 4.045 -1.144 -0.341

Results
- spin multiplicity = 6
- maximum force (eV/Å) = 1.549
- orbital gap (spin up / spin down) (eV) = 6.418 / 7.951
- net charge = +2

***

# C4H8O3S

A 2-piece molecular cluster, C4H8O3S overall (wB97M-V/def2-TZVPD, OMol25).

Geometry (Å):
C1 -2.344 -1.792 -1.178
C2 -2.110 -0.506 -1.144
C3 -1.976 0.724 -0.770
C4 2.421 0.007 1.573
O1 3.431 1.536 -0.447
O2 1.444 0.974 -1.902
O3 2.153 -0.395 0.262
S1 2.833 0.372 -1.098
H1 -2.809 -2.245 -1.971
H2 -2.074 -2.400 -0.338
H3 -2.815 1.301 -0.561
H4 -1.027 1.323 -1.003
H5 0.736 0.366 -2.058
H6 1.622 -0.325 2.192
H7 2.479 1.099 1.699
H8 3.335 -0.391 2.057

Results
- maximum force (eV/Å) = 3.646
- orbital gap (eV) = 10.623
- net charge = 0

***

# C9H17N2S

An isolated ion of composition C9H17N2S and charge +1 (wB97M-V/def2-TZVPD, OMol25).

Geometry (Å):
C1 1.738 -1.981 -0.508
C2 0.838 -0.992 -1.188
C3 1.377 -2.223 0.697
C4 0.070 -0.168 -0.137
C5 3.322 0.766 -0.195
C6 0.967 1.151 0.144
C7 -2.444 0.372 1.528
C8 -3.695 0.541 -0.577
C9 -1.323 0.012 -0.587
N1 2.223 1.173 0.693
N2 -2.425 0.339 0.047
S1 0.068 -1.234 1.362
H1 2.172 -2.716 -1.132
H2 0.150 -1.474 -1.870
H3 1.889 -2.783 1.496
H4 2.935 1.200 -1.176
H5 4.189 1.338 -0.135
H6 3.424 -0.274 -0.129
H7 1.472 -0.277 -1.735
H8 0.366 1.676 0.864
H9 0.910 1.603 -0.782
H10 -2.890 -0.549 1.889
H11 -1.427 0.314 1.792
H12 -2.912 1.287 1.924
H13 -4.467 0.097 -0.001
H14 -3.897 1.584 -0.633
H15 -3.829 0.191 -1.643
H16 -1.280 0.078 -1.622
H17 2.478 0.949 1.613

Results
- structure (SMILES) = CNC[C@@]1(C=[N+](C)C)CC=CS1
- maximum force (eV/Å) = 4.565
- orbital gap (eV) = 7.410
- net charge = +1

***

# CH5BS

One molecule with the formula CH5BS (wB97M-V/def2-TZVPD, OMol25).

Geometry (Å):
B1 -1.229 -0.457 0.725
C1 1.437 0.290 -0.684
S1 -0.141 0.771 -0.179
H1 -2.356 -0.848 0.622
H2 -0.615 -0.792 1.697
H3 1.544 -0.694 -0.573
H4 2.164 1.027 -0.173
H5 -0.805 0.702 -1.435

Results
- maximum force (eV/Å) = 5.353
- orbital gap (eV) = 6.930
- net charge = 0

***

# C3H4ClF

One molecule with the formula C3H4ClF (wB97M-V/def2-TZVPD, OMol25).

Geometry (Å):
C1 0.847 -0.668 0.323
C2 -0.447 -0.170 -0.108
C3 -0.773 1.115 -0.285
H1 0.870 -1.420 1.141
H2 1.260 0.265 0.693
H3 0.020 1.872 -0.275
H4 -1.809 1.386 -0.635
F1 1.801 -1.100 -0.626
Cl1 -1.769 -1.279 -0.228

Results
- structure (SMILES) = C=C(Cl)CF
- maximum force (eV/Å) = 2.646
- orbital gap (eV) = 10.623
- net charge = 0

***

# C5H10NO3P

C5H10NO3P as an isolated structure (wB97M-V/def2-TZVPD, OMol25).

Geometry (Å):
C1 -1.563 -0.397 0.765
C2 2.547 -0.955 0.792
C3 1.545 -0.724 -0.300
C4 0.925 0.604 -0.127
C5 -1.373 0.301 -0.492
N1 -1.467 -0.095 -1.764
O1 -1.601 -1.482 1.294
O2 -1.559 0.852 1.602
O3 -3.119 2.238 0.212
P1 -1.594 1.898 0.323
H1 2.880 -2.003 0.826
H2 3.407 -0.255 0.708
H3 2.181 -0.695 1.744
H4 0.791 -1.534 -0.190
H5 2.083 -0.674 -1.366
H6 0.944 0.901 0.877
H7 0.954 1.354 -0.896
H8 -3.671 1.486 0.544
H9 -1.424 -1.144 -1.951
H10 -0.888 0.323 -2.602

Results
- maximum force (eV/Å) = 5.752
- orbital gap (spin up / spin down) (eV) = 7.635 / 7.626
- net charge = 0

***

What energy values result from the calculations? In sequence: -5487.9516, -780.9860, -860.4717, -463.9798, -676.7231, -818.2603 hartree.
What energy above the lowest of the compared OMol25 structures with the same formula, charge and spin values result from the calculations? In sequence: 21.4, 92.4, 53.3, 97.2, 11.5, 95.2 kcal/mol.